C62H116In2N8O22 | wB97M-V/def2-TZVPD

As for the spin multiplicity: 1. The frontier orbital gap comes out at 2.221 eV. The net charge is -2. The value obtained for the highest occupied orbital energy is -2.86 eV. The total energy comes out at -4904.51259 Eh.

```
210
Properties=species:S:1:pos:R:3:forces:R:3
In 1.295437 -4.331118 0.577334 -0.024 0.430 0.394
In -1.234989 -1.430609 3.819073 0.059 0.379 0.248
O 6.356678 3.608083 -1.489894 0.416 0.472 -0.990
O 3.442408 -2.872925 -0.868202 0.192 -0.140 -0.514
O 1.745049 -2.258395 3.420272 -4.892 2.098 0.482
O -0.704323 -5.591506 -1.633536 -0.996 -3.801 0.452
O 0.117141 -9.466074 -4.239190 -1.089 2.207 0.223
O 0.441057 -1.685013 -0.550447 -0.144 0.419 -4.372
O -4.372473 -1.543709 3.539709 0.196 -0.636 -0.963
O -1.530848 -7.575803 0.505132 1.351 0.418 -4.092
O -0.814611 -2.272043 0.947014 -4.011 -1.447 0.408
O -1.291701 -6.288814 3.901804 -2.696 -2.200 3.348
O 3.642168 -2.197498 4.331500 1.278 0.620 0.281
O -0.530569 -4.354536 3.225773 0.659 1.779 1.316
O 3.256565 -3.243966 2.473871 2.236 -1.245 -1.991
O -3.035218 0.065961 6.049794 0.184 -1.446 1.886
O -0.315417 -0.008419 -6.041392 1.225 3.122 -0.802
O 0.212448 -6.253039 2.711599 4.802 -3.397 -2.870
O -2.644449 1.158000 4.318278 0.366 1.399 -0.721
O -0.950421 -11.087449 -2.468718 -1.140 3.043 0.683
O -3.601061 2.118540 6.023772 -0.238 1.768 0.520
O -4.048620 6.749536 1.240598 -0.604 0.573 1.828
O 1.262667 0.154137 4.981964 -0.302 0.546 0.511
O 0.157216 -0.440601 1.112399 -1.903 3.214 -0.156
N -3.399438 5.979834 0.311953 1.148 2.655 -5.505
N -3.072796 1.161397 5.502174 -0.144 -1.964 -2.011
N 3.804844 -3.912753 -1.713281 0.245 -2.981 -1.376
N -0.857294 -1.089923 -5.542471 -1.776 -5.749 3.145
N 2.900523 -2.507175 3.401491 1.086 -1.764 0.707
N 5.289863 4.196665 -0.845870 -1.294 -1.008 2.746
N 0.516809 1.216926 5.566012 -0.415 -0.082 -1.709
N -4.448764 -2.016870 2.193785 0.681 -0.164 -0.633
C 3.536397 4.340968 -2.524193 -0.250 -0.431 0.008
C 4.437625 5.868020 0.783028 -0.446 -0.915 0.280
C -0.805841 -0.249598 -3.092547 0.380 0.487 -0.668
C 2.953707 4.151911 -0.106480 -0.261 0.155 1.284
C -1.474312 -3.419796 -5.794293 -0.675 -0.741 1.088
C -2.178350 -1.790693 -7.533497 0.817 -0.703 -0.596
C -2.075335 -2.402228 -3.613022 -0.170 2.110 -2.800
C 0.600106 1.198036 7.020603 -2.260 2.309 1.048
C 2.148831 3.049291 4.846074 0.160 0.029 0.192
C 0.243636 -2.549051 -7.245763 -0.308 1.044 -1.505
C -0.539041 -8.820323 -3.405830 0.941 -2.543 1.134
C -1.600528 -0.999955 -4.219257 -1.981 2.343 -0.001
C 5.687511 -5.408477 -2.555713 -0.320 0.435 0.390
C -2.699908 6.926219 -0.611694 0.657 -1.496 -1.010
C -2.942692 -0.117546 -4.538325 0.575 -0.556 0.339
C -6.531802 -0.614595 1.517258 -0.057 -0.737 -0.333
C 5.189910 -4.993520 -0.081390 0.599 1.304 0.069
C 6.142325 -3.116894 -1.547198 1.786 -0.865 -0.056
C -3.741270 7.913910 -1.394452 1.345 -1.993 1.113
C 0.722104 2.440525 4.732396 -0.693 1.364 1.753
C -0.897499 -6.881820 -1.814388 1.671 3.540 -0.925
C 2.996607 5.620861 0.401872 0.722 -0.013 -0.602
C -0.341858 -1.287826 0.327935 6.167 -2.473 4.128
C 1.905570 1.517780 7.737045 0.815 -0.637 -0.422
C -2.774926 4.789720 0.758517 2.091 -0.001 1.231
C 0.145871 -0.123823 7.559269 -0.053 -1.421 0.752
C -0.301789 3.519209 5.280477 -0.437 -0.197 -0.262
C -0.555294 -7.399586 -3.080028 -0.186 -0.966 -0.215
C -1.220452 -7.876233 -0.759613 -2.384 0.091 6.163
C 4.003987 2.168999 -1.399125 -0.415 -0.863 0.643
C 5.434831 6.588129 -1.384365 0.231 1.248 -1.235
C -1.845402 3.984079 -0.267394 -0.080 2.586 -0.790
C -4.168123 0.306505 1.446126 -0.900 -1.463 0.227
C -0.513823 2.275688 7.502824 1.126 0.728 -1.023
C -4.903711 -3.424649 2.102837 -2.420 -0.245 1.625
C 5.390562 -5.151221 -4.033201 -1.142 -1.158 1.526
C -2.608190 -3.222321 -4.804424 1.758 -1.393 0.676
C 0.450476 2.351633 3.223362 -0.003 -1.141 -0.341
C 3.807738 -2.333046 -3.668910 -0.316 -0.148 0.082
C -5.451048 -2.950756 -0.362998 -0.321 0.213 0.114
C -1.560929 7.666484 0.154992 -1.047 0.263 -0.862
C 3.353895 -3.725511 -3.108244 0.121 0.911 -1.818
C 5.470673 5.512827 -0.298160 0.931 1.207 0.478
C -1.968906 5.005842 2.080493 -0.731 -0.960 -0.014
C -1.075755 -2.204282 -6.504339 0.572 2.070 -0.882
C -1.116552 -9.854068 -2.261415 1.784 -1.248 -1.018
C -2.041273 6.053063 -1.799241 -1.155 1.024 2.350
C -4.852592 -1.574872 -0.199592 -1.177 0.584 1.350
C -6.422519 -3.464057 2.698419 0.827 -0.879 -0.584
C 5.234832 -4.349906 -1.505906 -1.524 0.097 0.522
C -3.983081 4.009552 1.010898 -2.100 -2.418 -0.024
C -1.353966 -9.254667 -0.964314 0.179 -0.677 -2.179
C -0.439377 -5.560038 3.440547 -2.770 3.791 -1.972
C -0.320059 3.649547 6.811581 0.449 -1.580 -0.668
C 3.967793 3.671250 -1.180728 -0.249 2.021 -1.927
C 1.817101 -3.881625 -3.165796 0.914 0.071 0.289
C -1.072217 4.965921 -1.273578 -1.691 0.630 0.456
C -4.934808 -3.972996 0.665822 -0.236 1.078 -1.886
C 6.833180 5.573194 0.447956 0.586 -0.104 -1.191
C 3.877971 -4.803158 -4.168105 1.772 1.042 0.849
C -5.004181 -1.023148 1.291309 -0.361 1.058 -0.408
C -3.884344 -4.292764 2.855399 -0.335 0.688 -0.215
H -1.165808 3.454492 0.400277 0.028 -0.308 -0.500
H -0.065402 4.480444 4.824120 0.500 0.240 0.048
H -3.123444 8.485812 -2.086782 -0.250 0.589 0.355
H -0.125014 -6.662906 -3.742274 -0.026 -0.105 -0.357
H -7.219937 -1.205691 0.912962 0.155 -0.236 -0.329
H 1.659046 -4.860657 -2.713450 -0.629 0.163 0.141
H 6.168894 -5.310771 0.277839 0.190 -0.006 -0.145
H -2.934127 -2.254976 -2.958125 0.549 0.314 0.549
H -1.287456 3.343492 4.849571 -0.158 -0.672 0.262
H -4.043943 -5.359382 2.697421 -0.104 0.050 0.017
H -5.261113 -1.281688 3.791220 -0.444 0.128 0.265
H -1.571681 2.083503 7.323625 0.211 -1.082 -0.285
H -1.263982 -0.266570 -2.103643 -0.279 -0.815 -0.142
H 4.469808 7.047875 -1.597585 -0.446 -0.449 0.261
H -2.445956 3.313671 -0.882193 -0.023 -0.148 0.229
H -3.614079 0.010906 -3.689310 -0.052 -0.639 0.320
H -4.380011 7.294344 -2.023937 -0.044 -0.204 0.092
H 6.775588 3.030249 -0.847851 -0.029 -0.135 0.204
H 1.882633 4.057207 -0.285186 0.139 -1.038 -0.860
H -5.436472 -3.248093 -1.411559 1.078 -0.482 -0.126
H -0.849799 6.986787 0.624474 -0.429 0.061 0.141
H 1.469504 -3.917447 -4.198266 0.066 0.069 -0.100
H 4.480227 -5.792325 0.133930 -0.066 -0.099 -0.831
H 6.287805 -2.533689 -0.637899 -0.747 0.128 0.050
H 0.074533 -3.297727 -8.019709 -0.188 -0.857 0.579
H -1.099404 5.662524 2.109376 -0.302 0.263 -0.358
H -1.588300 4.029355 2.379990 -0.231 -0.043 0.236
H -0.703816 0.830773 -3.194992 -0.228 0.250 -0.874
H -5.537942 -0.916064 -0.732853 0.580 0.434 -0.573
H -6.539824 -2.913302 -0.327245 -0.347 0.371 0.859
H 2.655527 0.830692 7.345171 0.263 -0.133 -0.080
H 1.297016 -3.073731 -2.651087 -0.072 -0.184 0.244
H -0.308273 5.537938 -0.747001 0.517 -0.538 -0.160
H -2.743173 5.295864 2.790779 0.481 0.265 0.417
H -3.485172 -2.894309 -5.362472 -0.274 0.168 0.783
H -2.834468 0.926309 -4.832862 0.984 -0.008 -0.264
H 3.194020 3.548224 0.768689 -0.274 -0.160 0.277
H 0.231692 -0.567493 -2.989765 -0.078 -0.588 0.086
H 4.323742 1.617483 -0.514992 -0.003 0.138 0.304
H 4.541601 5.124614 1.573371 0.631 0.107 0.390
H 7.128971 -3.566032 -1.660813 0.426 0.107 -0.022
H -6.934613 -0.804459 2.512149 0.450 0.326 0.326
H -1.900753 -0.882469 -8.068449 -0.240 0.408 0.500
H -2.878650 5.622024 -2.347972 0.110 -0.086 -0.242
H -0.106658 -0.062532 8.617839 -0.838 0.773 0.060
H 4.641043 6.849153 1.212103 0.063 0.099 -0.229
H 4.789769 -2.334725 -4.141893 0.045 -0.284 -0.084
H 2.149978 0.520510 4.988261 0.770 -0.644 -0.273
H -4.419267 0.915649 0.577808 0.744 -0.032 -0.254
H 0.925552 -0.862759 7.744091 0.483 -0.218 -1.212
H 3.958077 -4.403125 -5.178874 -1.450 0.431 -0.066
H 7.615157 5.725141 -0.296022 0.167 -0.034 -0.111
H -0.476460 2.517835 8.564930 0.503 -0.597 0.318
H -4.512445 4.015767 0.058097 0.134 -0.650 -0.366
H 5.171551 -6.319385 -2.252193 0.063 -0.204 -0.143
H -1.786971 -4.171897 -6.518656 0.341 -0.170 -0.094
H 3.005772 1.797975 -1.631503 -0.221 0.173 0.161
H -0.967841 8.275577 -0.527176 -0.124 0.317 -0.068
H 1.764005 1.196308 8.768897 0.134 0.446 0.159
H 2.957760 5.247855 -2.348596 -0.070 -0.011 -0.029
H -3.818275 2.979776 1.327909 -0.006 0.085 0.232
H -1.168125 4.170933 7.255469 0.386 1.046 -0.555
H 4.403990 4.627155 -3.118745 -0.051 -0.313 -0.122
H -4.397431 8.460363 -0.716997 0.397 0.554 -0.169
H -2.685051 -4.231650 -4.400153 -1.057 -0.146 -0.039
H -0.632944 -3.760113 -5.190646 0.199 -0.379 -0.253
H 2.425359 3.485512 5.805948 -0.517 0.146 0.123
H -6.787960 -4.488401 2.771090 0.145 -0.272 -0.327
H 2.567888 6.371423 -0.262175 0.218 -0.133 -0.661
H -2.101806 8.290352 0.866566 0.590 0.106 0.350
H -5.633348 -4.769136 0.408334 0.141 -0.684 1.329
H -6.609263 -3.103871 3.710092 0.635 0.445 0.060
H -3.185245 -1.786786 -7.116064 0.206 0.440 0.100
H 6.760941 -5.556834 -2.438060 0.044 -0.138 0.347
H -4.769324 4.479194 1.601959 0.633 0.111 0.795
H -6.773703 0.410467 1.236481 0.493 0.191 0.154
H 2.921183 3.613743 -3.054060 -0.124 0.289 -0.357
H 1.205913 1.791914 2.671890 0.482 0.161 0.169
H 6.938090 6.414482 1.133033 -0.399 -0.103 0.116
H 2.972376 2.354874 4.679781 -0.080 -0.310 -0.486
H -7.090351 -2.926368 2.025366 0.077 -0.191 0.046
H 4.063564 -2.189349 -1.129904 0.012 0.970 0.457
H -2.217037 -2.515568 -8.346609 0.038 -0.438 -0.025
H -0.448258 1.848151 2.867138 -0.457 0.051 0.761
H -2.958240 -3.996993 2.362502 0.356 -0.328 0.365
H 3.864147 -1.561563 -2.900982 -0.268 0.074 0.037
H -3.840745 -4.061678 3.919731 0.043 -0.032 -0.065
H 6.049932 7.477039 -1.244407 0.352 -0.028 0.779
H -3.946777 -4.319920 0.363312 0.162 0.088 0.151
H -0.687092 -0.546694 6.997605 0.048 0.042 0.098
H 4.871267 -4.166827 0.553538 0.072 -0.104 0.398
H 5.784949 6.257352 -2.362174 0.078 -0.557 0.078
H 6.117523 -4.492338 -4.508060 -0.363 0.374 0.009
H -3.829490 -1.557534 -0.575168 0.057 0.301 0.209
H 6.062064 -2.498285 -2.441062 -0.423 0.074 0.198
H 3.250483 -5.694023 -4.141284 0.176 -0.037 0.024
H -1.586490 6.876900 -2.349309 0.471 -0.573 -0.629
H 2.197889 3.838772 4.096134 0.290 0.013 -0.016
H -3.157050 -0.062304 1.618798 0.373 0.654 -0.669
H 4.617394 1.769673 -2.206812 0.258 0.743 -0.175
H 7.094147 4.630693 0.929300 -0.352 0.062 0.323
H 0.528889 0.000241 -5.584572 0.536 0.652 -0.337
H -1.589503 -9.940041 -0.163567 0.043 0.342 0.313
H 1.144135 -2.758464 -6.668407 -0.400 -0.221 0.405
H 3.084716 -1.997307 -4.412299 -0.026 0.057 -0.055
H -0.737781 4.512459 -2.206656 0.637 -0.579 0.525
H -4.760643 7.100739 0.700895 -0.407 -0.043 0.398
H -4.415104 0.914220 2.316629 -0.207 -0.339 0.206
H 5.466145 -6.131293 -4.504199 0.428 0.035 -0.338
H 2.368388 5.750503 1.283136 -0.040 -0.485 0.200
H 0.407801 3.372022 2.842450 0.178 0.026 0.005
H 0.520952 -1.769050 -7.954850 0.112 0.808 0.379
H 0.682425 4.038024 6.991070 -0.207 0.517 0.964
H -3.473343 -0.586590 -5.366881 -0.162 -0.113 0.206
H -1.171062 -2.794013 -3.147288 -0.453 -0.684 0.174
H 2.352506 2.508915 7.659611 -0.486 0.133 0.135
```
Positions in Å, forces in eV/Å.